C32H41IrN5S as an isolated structure in a non-equilibrium geometry. Source: the Open Molecules 2025 dataset; level of theory: ωB97M-V with the def2-TZVPD basis set.

## Properties
maximum force: 3.4 eV/A
HOMO-LUMO gap (spin up / spin down): 2.0 / 5.7 eV
multiplicity: 5
charge: -1
electronic energy: -54969.88860 eV
energy above the lowest of the compared OMol25 structures with the same formula, charge and spin: 0.0 kJ/mol
HOMO level (spin up / spin down): 0.17 / -4.51 eV

CARTESIAN COORDINATES (ANGSTROEM)
Ir 0.64663 0.07316 0.32466
N 0.99324 -2.74633 2.78322
N 0.67288 -2.23287 -0.95304
C 1.40436 2.08245 -0.10353
C 2.50270 1.20228 0.20164
C 2.33779 0.75603 1.55866
C 3.22079 -0.18453 2.31864
H 4.01750 -0.56069 1.67194
H 2.64132 -1.03829 2.69934
H 3.67847 0.33180 3.17135
C 1.15883 1.36963 2.08725
C 0.71448 1.25188 3.50964
H 1.20344 2.01102 4.13567
H 0.98198 0.27021 3.91832
H -0.36694 1.39146 3.60003
C 0.55898 2.15693 1.05537
C -0.66622 3.00733 1.18342
H -1.40258 2.54750 1.84868
H -1.13223 3.16756 0.20734
H -0.40546 3.99036 1.59795
C 3.65228 0.86882 -0.69734
H 4.50441 1.53376 -0.50309
H 3.36461 0.98412 -1.74567
H 3.98154 -0.16127 -0.52885
C 1.20717 2.82946 -1.38543
H 0.14241 3.00130 -1.56939
H 1.61215 2.25811 -2.22536
H 1.71205 3.80487 -1.35863
C 0.39588 -3.47175 3.73921
H 0.90880 -3.50166 4.70544
C -0.81973 -4.13461 3.54490
H -1.26627 -4.66936 4.37863
C -1.41081 -4.10578 2.28407
H -2.35333 -4.61436 2.08075
C -0.75047 -3.42296 1.26309
H -1.11944 -3.38856 0.23869
C 0.44275 -2.75184 1.56077
C 1.19935 -1.95683 0.59552
H 2.28059 -2.12700 0.59875
C 0.40519 -0.97830 -1.32718
C 0.98587 -3.03354 -2.01599
H 1.26731 -4.05242 -1.88329
C 0.75497 -2.29038 -3.12765
H 0.81352 -2.54448 -4.15624
N 0.42170 -0.98384 -2.70166
C 0.24062 0.14212 -3.56398
C 1.25691 0.47027 -4.47794
C 1.05520 1.55715 -5.33826
H 1.84288 1.81875 -6.04680
C -0.12464 2.30227 -5.30554
C -0.35576 3.43648 -6.26002
H -0.90051 4.25045 -5.76713
H -0.95760 3.11611 -7.12255
H 0.59528 3.82341 -6.63964
C -1.12057 1.95178 -4.39298
H -2.05069 2.52172 -4.35927
C -0.96668 0.85858 -3.53735
C -2.09840 0.48827 -2.64066
H -2.21099 -0.59167 -2.50954
H -3.02930 0.88813 -3.06376
H -1.99022 0.94841 -1.64845
C 2.54174 -0.29024 -4.53899
H 2.43691 -1.23773 -5.08561
H 2.96757 -0.50527 -3.55021
H 3.27393 0.31668 -5.08659
S -1.68849 -0.27410 0.65257
C -2.31202 -0.31834 2.28306
N -1.63302 -0.82440 3.32195
C -2.18166 -0.84565 4.67442
C -3.67150 -1.10005 4.60343
C -4.35077 -0.09469 3.69767
N -3.57078 0.09968 2.47388
H -0.68250 -1.14695 3.14738
H -1.97853 0.12528 5.15076
H -1.65889 -1.62310 5.24006
H -4.09616 -1.03347 5.60780
H -3.85489 -2.11632 4.23548
H -4.45086 0.87511 4.20130
H -5.35007 -0.43215 3.40693
H -4.01801 0.50513 1.65798